1.
Here is a molecular structure, C26H42Cl3FeN4O4Si in a non-equilibrium geometry from the Open Molecules 2025 dataset. Energies are from ωB97M-V/def2-TZVPD.

```
81
Properties=species:S:1:pos:R:3:forces:R:3:mulliken_charge:R:1
Fe 0.495 -0.742 -0.428 -1.20 1.56 0.96 0.27
Cl -1.015 -2.243 -1.194 1.00 0.04 0.17 -0.28
Cl 2.425 -0.079 -1.423 -0.37 -0.47 0.14 -0.59
Cl -0.738 -1.458 -4.176 0.01 -1.04 -0.59 -0.31
Si -0.374 -3.569 -4.040 -0.23 0.01 -1.07 0.54
O -1.855 -1.248 1.347 -0.84 0.75 0.40 -0.55
O 1.236 -2.279 0.777 1.29 -0.88 -0.72 -0.63
O 3.715 3.279 2.588 -0.33 -0.61 1.12 -0.60
O -0.538 0.881 -0.444 0.50 -2.18 0.45 1.24
N 3.447 3.185 4.851 0.05 -0.11 -0.24 -0.39
N 2.473 -4.191 0.823 -0.03 0.21 -0.01 0.26
N 1.073 0.138 1.943 0.10 -0.57 -0.14 0.86
N -3.381 0.321 0.619 0.21 -0.13 0.88 0.35
C -1.823 3.709 -1.528 0.21 -0.33 -0.20 0.21
C 3.201 2.751 3.572 0.35 0.63 -0.74 0.28
C 1.369 1.227 4.493 0.17 -0.06 -0.40 -0.49
C -0.861 2.005 -3.115 0.01 -0.32 -0.19 -1.11
C 3.473 -5.062 0.222 0.14 0.30 -0.26 -0.95
C -0.698 2.998 1.600 -0.07 0.06 0.19 0.79
C -0.456 -4.318 -5.795 0.17 0.42 0.24 -1.11
C 2.009 1.052 2.174 0.04 0.64 0.59 -0.77
C -0.055 2.137 -0.739 0.90 0.85 0.02 -0.43
C -2.576 -0.267 1.540 0.12 -0.24 -0.78 -0.07
C 0.462 0.196 4.270 0.10 -0.16 -0.71 -1.48
C -0.537 3.911 2.648 0.24 -0.19 -0.33 -1.06
C -1.649 -4.617 -3.160 -0.36 0.23 0.46 -0.95
C 1.860 -4.656 2.061 -0.03 -0.10 -0.01 -0.87
C 2.198 1.655 3.439 -0.69 -0.77 -0.24 0.89
C -4.036 1.571 0.941 0.01 0.18 0.09 -0.81
C 0.361 -0.336 2.971 0.10 0.50 0.89 -0.79
C 1.203 3.963 0.480 -0.33 -0.05 0.23 -0.03
C -3.541 -0.162 -0.735 0.10 -0.05 -0.27 -0.84
C 0.156 3.032 0.506 0.10 0.03 -0.88 -0.05
C -2.824 4.271 -2.486 -0.25 0.23 -0.23 -1.58
C 1.381 -3.722 -3.444 0.24 -0.02 0.21 -0.42
C 2.135 -3.017 0.289 -0.86 0.25 0.62 0.13
C 0.490 4.860 2.612 -0.23 -0.28 -0.15 -0.52
C -0.970 2.714 -1.807 -0.43 0.80 0.69 0.13
C 1.361 4.873 1.526 0.06 -0.08 -0.21 -0.91
H 1.419 1.690 5.476 0.00 -0.04 -0.18 0.33
H -2.469 -4.877 -3.843 0.23 0.09 0.10 0.33
H -0.341 -1.141 2.773 0.13 0.19 -0.19 0.80
H -1.214 3.872 3.490 -0.06 0.05 0.11 0.44
H 0.091 -3.719 -6.527 -0.05 -0.04 -0.02 0.30
H -2.538 5.284 -2.800 -0.07 -0.13 0.05 0.29
H -0.933 0.921 -2.947 0.01 0.26 -0.09 -0.33
H 2.072 -3.332 -4.206 -0.20 -0.09 0.22 0.30
H 0.935 2.028 -1.218 -0.08 0.26 0.17 0.37
H -3.052 0.521 -1.444 -0.04 -0.19 0.18 0.16
H -0.021 -5.326 -5.799 -0.03 0.14 0.13 0.31
H 1.892 3.963 -0.367 -0.18 0.06 0.25 0.45
H -1.187 -5.555 -2.817 -0.01 0.20 -0.13 0.31
H -3.087 -1.151 -0.827 -0.22 0.34 0.04 0.16
H 2.679 -2.706 -0.613 -0.02 -0.19 0.15 0.33
H 2.623 1.354 1.326 -0.15 0.04 0.20 0.51
H -1.492 2.245 1.616 0.28 0.31 0.06 0.16
H -4.112 1.656 2.032 -0.09 0.13 -0.28 0.32
H 2.182 5.585 1.491 -0.13 -0.13 0.05 0.36
H -3.471 2.435 0.551 -0.18 -0.26 0.04 0.17
H -5.040 1.585 0.494 0.19 -0.01 0.22 0.33
H 3.846 -4.593 -0.700 -0.09 -0.22 0.29 0.30
H 1.314 -5.592 1.879 0.08 0.23 0.03 0.32
H 1.536 -3.163 -2.514 -0.02 -0.10 -0.22 -0.24
H 3.040 -6.039 -0.021 0.00 0.21 0.03 0.32
H -1.640 2.297 -3.822 0.17 -0.09 0.04 0.41
H -2.069 -4.114 -2.281 0.03 -0.33 -0.28 0.30
H 1.613 -4.783 -3.268 0.00 0.19 -0.04 0.34
H -1.495 -4.418 -6.124 0.10 0.12 0.01 0.30
H -0.185 -0.206 5.052 0.29 0.22 -0.19 0.42
H 3.274 2.587 5.644 0.04 0.12 -0.16 0.18
H -2.619 0.242 2.530 0.00 -0.10 -0.30 0.31
H 0.118 2.187 -3.582 -0.19 -0.01 0.11 0.28
H 0.606 5.575 3.424 0.00 -0.15 -0.15 0.42
H -4.614 -0.199 -0.971 0.18 -0.06 0.05 0.41
H 4.166 3.882 4.942 0.04 -0.01 0.02 0.26
H 2.644 -4.848 2.804 -0.16 0.07 -0.13 0.33
H -1.812 4.176 -0.540 0.11 -0.20 -0.20 0.44
H -2.930 3.663 -3.392 -0.03 0.19 0.24 0.35
H 1.174 -3.892 2.426 0.07 -0.14 -0.04 0.16
H -3.816 4.358 -2.020 0.19 -0.04 -0.07 0.31
H 4.310 -5.213 0.913 -0.13 0.05 -0.11 0.34
```
Forces are in eV/Å.

Properties
HOMO level (spin up / spin down) = -8.3 / -8.3 eV
total energy = -121631.08534 eV
gap between HOMO and LUMO (spin up / spin down) = 8.57 / 7.57 eV
multiplicity = 6

2.
Here is a molecular structure, C26H42ClF2HfN3O4Si in a non-equilibrium geometry from the Open Molecules 2025 dataset. Energies are from ωB97M-V/def2-TZVPD.

```
80
Properties=species:S:1:pos:R:3:forces:R:3:mulliken_charge:R:1
Hf 4.309 -6.013 -2.978 -0.33 0.06 0.14 1.28
Cl -4.969 2.685 1.655 -0.06 -0.16 0.09 -0.14
Si 3.253 1.112 0.574 0.14 -0.41 0.30 0.26
F -0.439 3.449 -1.881 0.04 0.02 -0.05 -0.37
F 0.070 1.502 -2.710 0.09 -0.25 0.11 -0.38
O -2.735 2.777 -2.978 0.12 0.96 -0.72 -0.38
O 1.129 -5.196 -0.851 0.19 0.30 -0.08 -0.38
O 1.767 -3.147 -1.478 0.73 0.13 -0.25 -0.46
O -3.639 0.944 -2.166 -0.51 -0.19 -0.27 -0.40
N -5.520 -2.125 -0.970 0.03 -0.52 0.48 -0.45
N -3.944 -2.382 0.800 -0.06 0.15 -0.11 -0.35
N -6.003 -1.275 1.261 1.43 -0.50 0.28 -0.50
C -0.975 -2.208 -0.711 0.47 0.44 0.07 -0.84
C 2.122 1.319 -0.915 -0.45 0.12 -0.31 -0.32
C 2.347 -5.730 -0.664 -1.01 -1.23 1.37 0.48
C -3.349 -0.100 -1.262 0.52 -1.19 0.63 0.15
C 6.387 4.570 1.200 -0.27 -0.27 0.51 -0.25
C 4.921 2.891 2.081 0.67 0.72 0.06 -0.16
C -4.928 -1.532 0.187 -1.02 0.62 0.21 0.32
C -1.831 0.079 -1.043 0.72 0.74 -0.29 -1.78
C -0.280 2.133 -1.555 0.05 0.69 -0.17 1.17
C 5.043 3.246 -0.356 0.44 0.43 0.34 -0.35
C 0.874 2.119 -0.525 0.41 -0.47 -0.02 -1.41
C 5.965 4.242 -0.124 -0.14 -0.22 -0.55 -0.66
C -1.639 1.637 -1.078 -0.54 -0.70 0.33 1.48
C 5.848 3.892 2.302 -0.48 -0.68 0.04 -0.74
C 4.324 -0.461 0.396 0.20 0.74 -0.18 -1.11
C 2.327 0.908 2.200 0.41 0.53 -0.54 -1.24
C -2.078 2.394 0.193 -0.37 0.38 -0.19 -0.99
C 4.500 2.538 0.741 -0.50 -0.35 -0.02 0.78
C 1.013 -3.768 -0.812 -0.16 0.33 0.29 0.47
C -0.124 -3.280 0.022 -1.12 -0.63 -0.55 -1.18
C -4.496 3.338 0.076 0.14 0.61 -0.72 -0.32
C -3.004 3.625 -0.005 0.21 -0.02 0.90 -1.34
C -2.690 1.892 -2.212 -0.07 -0.41 0.65 -0.65
C 2.996 -5.525 0.713 0.19 0.08 -0.53 -0.89
C -1.071 -0.805 -0.059 -0.38 -0.78 0.03 0.33
C -4.363 -0.141 -0.113 0.12 -0.17 -0.03 -1.88
H 2.465 -4.778 1.293 0.03 0.28 -0.13 0.31
H -2.801 4.291 0.833 0.11 0.08 0.02 0.49
H -2.578 1.726 0.890 -0.02 -0.15 0.01 0.60
H 2.627 1.820 -1.741 0.12 -0.01 -0.06 0.54
H 3.012 0.508 2.945 -0.10 -0.14 0.15 0.45
H 4.047 -5.261 0.626 0.09 0.01 0.25 0.35
H 6.416 4.796 -0.935 -0.07 -0.01 -0.15 0.45
H 2.235 -6.803 -0.853 0.18 -0.04 -0.38 1.02
H -5.593 -0.684 1.989 -0.36 0.36 -0.09 0.30
H -2.764 4.201 -0.892 -0.05 -0.13 -0.25 0.48
H 1.952 1.868 2.551 -0.18 -0.02 0.15 0.43
H -4.006 0.268 0.829 0.10 0.25 -0.05 0.57
H 2.891 -6.466 1.246 0.13 -0.11 0.05 0.33
H 0.484 1.758 0.424 -0.05 0.09 0.11 0.20
H 4.742 2.997 -1.362 0.02 0.08 -0.09 0.37
H -6.442 -1.716 -1.098 0.11 0.18 -0.27 0.34
H -1.210 2.768 0.729 0.20 -0.04 -0.09 0.43
H 7.130 5.336 1.376 0.07 0.12 -0.17 0.47
H -5.233 0.435 -0.419 0.01 0.25 0.04 0.51
H 4.707 -0.521 -0.621 -0.01 -0.18 -0.07 0.36
H 1.492 0.228 2.050 -0.09 -0.12 0.12 0.31
H 0.199 -2.985 1.020 0.33 0.10 -0.03 0.58
H -1.437 -0.219 -2.019 0.06 0.04 -0.10 0.85
H -6.179 -2.153 1.754 -0.61 0.01 -0.23 0.31
H -0.557 -2.059 -1.705 0.10 0.00 -0.11 0.81
H 4.516 2.351 2.923 -0.06 -0.02 0.07 0.35
H -1.569 -0.884 0.909 -0.04 0.11 0.10 0.35
H 3.735 -1.332 0.672 -0.10 -0.04 -0.04 0.27
H 6.161 4.116 3.311 0.07 0.14 0.00 0.45
H -5.004 4.296 -0.023 -0.14 0.02 0.08 0.48
H -0.758 -4.157 0.156 0.00 -0.05 0.32 0.40
H -0.057 -0.461 0.142 0.04 0.31 -0.11 -0.04
H -4.860 2.721 -0.740 -0.11 -0.33 0.18 0.27
H -3.498 -1.900 1.570 0.08 -0.20 0.12 0.27
H 1.186 3.153 -0.410 -0.25 0.18 0.23 0.56
H 5.169 -0.344 1.070 0.07 -0.24 0.10 0.42
H -5.706 -3.110 -0.793 0.11 -0.03 -0.26 0.30
H -4.302 -3.288 1.087 0.11 -0.05 -0.03 0.35
H 1.838 0.341 -1.309 0.14 -0.18 0.15 0.42
H 3.130 -5.330 -1.507 0.44 0.47 -0.54 -0.60
H -3.473 -1.062 -1.772 -0.22 0.26 -0.36 0.95
H -1.972 -2.602 -0.865 -0.14 -0.12 0.10 0.14
```
Forces are in eV/Å.

Properties
HOMO level = -17.0 eV
total energy = -67394.05472 eV
gap between HOMO and LUMO = 1.44 eV
charge = +4

Q: Look up the total energy of the first one.
A: -121631.08534 eV